Record 1
{"formula": "C30H57CsGeN5O6P2S4Si3", "method": "the ωB97M-V functional and the def2-TZVPD basis", "e_lumo_ev": [3.22, 3.18], "e_homo_ev": [-1.36, -1.36], "de_lowest_kcal_mol": 28.4, "charge": -2, "orbital_gap_ev": [4.58, 4.54], "mol_weight_g_mol": 1063.8, "multiplicity": 2, "symbols": ["Cs", "O", "C", "O", "C", "C", "C", "C", "C", "C", "C", "C", "C", "N", "H", "H", "H", "H", "H", "H", "C", "N", "C", "P", "O", "O", "P", "O", "N", "C", "C", "N", "C", "C", "N", "C", "C", "H", "H", "H", "H", "H", "H", "H", "H", "H", "H", "H", "H", "H", "H", "H", "H", "H", "H", "H", "H", "H", "H", "H", "H", "O", "C", "S", "C", "C", "S", "S", "S", "C", "Si", "C", "C", "Ge", "Si", "C", "C", "C", "Si", "C", "C", "C", "H", "H", "H", "H", "H", "H", "H", "H", "H", "H", "H", "H", "H", "H", "H", "H", "H", "H", "H", "H", "H", "H", "H", "H", "H", "H", "H"], "positions_angstrom": [[0.288, 0.620, 1.106], [1.856, 1.232, 4.386], [1.565, 2.032, 3.476], [2.070, 2.174, 2.344], [0.322, 2.895, 3.802], [0.366, 3.618, 5.033], [-0.678, 4.403, 5.392], [-1.814, 4.469, 4.542], [-2.954, 5.242, 4.838], [-4.027, 5.256, 3.987], [-3.998, 4.501, 2.800], [-2.900, 3.741, 2.489], [-1.784, 3.705, 3.352], [-0.717, 2.920, 3.004], [1.249, 3.498, 5.646], [-0.667, 4.974, 6.315], [-2.973, 5.825, 5.753], [-4.903, 5.852, 4.214], [-4.844, 4.532, 2.124], [-2.847, 3.167, 1.571], [-3.578, 0.009, 2.647], [-3.545, -1.447, 2.493], [-4.756, -1.975, 1.880], [-2.094, -2.204, 2.243], [-1.001, -1.294, 2.601], [-2.183, -2.706, 0.714], [-1.067, -2.585, -0.480], [-0.445, -1.277, -0.564], [0.103, -3.702, -0.121], [-0.262, -5.100, -0.046], [1.203, -3.323, 0.773], [-1.955, -3.008, -1.778], [-3.228, -3.699, -1.720], [-1.784, -2.158, -2.972], [-1.968, -3.656, 3.031], [-1.556, -3.565, 4.431], [-2.910, -4.735, 2.789], [-4.363, 0.276, 3.357], [-3.796, 0.492, 1.686], [-2.622, 0.371, 3.016], [-5.613, -1.799, 2.535], [-4.678, -3.050, 1.719], [-4.951, -1.496, 0.916], [-0.972, -5.342, -0.839], [-0.702, -5.374, 0.924], [0.625, -5.721, -0.198], [1.517, -2.286, 0.625], [2.064, -3.953, 0.534], [0.927, -3.472, 1.824], [-3.288, -4.317, -0.824], [-3.327, -4.358, -2.588], [-4.062, -2.990, -1.718], [-0.835, -1.630, -2.918], [-2.588, -1.420, -3.028], [-1.781, -2.785, -3.867], [-0.857, -2.740, 4.547], [-1.057, -4.496, 4.710], [-2.411, -3.413, 5.102], [-3.129, -4.813, 1.725], [-3.851, -4.603, 3.339], [-2.460, -5.677, 3.113], [-7.088, 4.613, -0.777], [-6.366, 3.692, -1.083], [-6.933, 2.044, -1.356], [-5.376, 1.272, -1.688], [-4.255, 2.115, -1.589], [-2.662, 1.655, -1.785], [-4.619, 3.813, -1.248], [-5.396, -0.353, -2.102], [2.492, -2.648, -3.196], [3.796, -1.353, -2.637], [4.980, -1.305, -4.137], [4.757, -2.314, -1.290], [2.814, 0.607, -1.737], [4.800, 1.652, -0.942], [5.338, 0.884, 0.709], [6.392, 1.627, -2.008], [4.507, 3.486, -0.545], [2.304, 1.776, -3.722], [0.959, 0.842, -4.705], [1.497, 3.459, -3.353], [3.662, 2.186, -5.005], [3.042, -3.577, -3.401], [1.953, -2.368, -4.106], [1.749, -2.846, -2.419], [5.453, -2.291, -4.239], [5.764, -0.549, -4.054], [4.418, -1.105, -5.054], [4.712, -3.386, -1.519], [4.348, -2.149, -0.292], [5.814, -2.031, -1.252], [5.631, -0.163, 0.595], [4.541, 0.947, 1.455], [6.206, 1.440, 1.086], [6.740, 0.604, -2.175], [7.181, 2.167, -1.467], [6.260, 2.097, -2.986], [3.668, 3.613, 0.143], [4.312, 4.076, -1.444], [5.411, 3.880, -0.063], [0.046, 0.739, -4.113], [1.278, -0.159, -5.012], [0.722, 1.418, -5.607], [0.620, 3.344, -2.712], [1.175, 3.912, -4.298], [2.180, 4.151, -2.855], [4.143, 1.295, -5.412], [4.441, 2.808, -4.556], [3.209, 2.749, -5.831]], "atomic_forces_ev_per_a": [[0.1, 0.8, -0.5], [0.1, 0.2, 0.0], [-0.3, -0.1, 0.0], [0.5, 0.6, 0.6], [0.2, 0.1, 0.2], [0.0, 0.0, 0.0], [0.1, -0.1, 0.0], [0.0, -0.1, -0.1], [-0.2, 0.1, 0.0], [0.0, 0.1, 0.1], [0.1, -0.1, -0.1], [-0.1, 0.0, 0.0], [0.0, -0.1, 0.2], [0.3, 0.2, 0.1], [0.0, 0.0, 0.0], [0.0, 0.0, 0.0], [0.0, 0.0, 0.0], [0.0, 0.0, 0.0], [0.0, 0.0, 0.0], [0.0, 0.0, 0.0], [0.0, 0.0, -0.1], [0.0, -0.3, 0.1], [-0.1, -0.1, 0.0], [-0.3, 0.6, -0.3], [0.0, -0.7, 0.3], [-0.1, -0.1, 0.2], [0.3, -0.3, 0.2], [-0.1, 0.2, -0.6], [-0.2, -0.2, -0.1], [0.0, -0.1, 0.0], [0.0, 0.0, -0.1], [0.0, -0.1, -0.2], [0.0, -0.1, 0.1], [0.1, -0.1, 0.0], [-0.2, -0.1, 0.3], [0.0, 0.0, -0.1], [0.1, 0.0, -0.1], [0.0, 0.0, 0.0], [0.0, 0.0, 0.0], [0.0, 0.0, 0.0], [0.0, 0.0, 0.0], [0.0, 0.0, 0.0], [0.0, 0.0, -0.1], [0.0, 0.0, 0.0], [0.0, 0.0, 0.0], [0.0, 0.0, 0.0], [-0.3, -0.2, -0.1], [0.0, 0.0, 0.0], [0.1, 0.0, 0.0], [0.0, 0.0, 0.0], [0.0, 0.0, 0.0], [0.0, 0.0, 0.0], [0.0, 0.0, 0.0], [0.0, 0.0, 0.0], [-0.1, 0.0, 0.1], [0.0, 0.0, 0.0], [0.0, 0.0, 0.0], [0.0, 0.0, 0.0], [0.0, 0.0, 0.0], [0.0, 0.0, 0.0], [0.0, 0.0, 0.0], [0.0, 0.0, -0.1], [0.0, -0.1, 0.2], [0.0, 0.0, -0.1], [-0.3, -0.2, -0.1], [0.3, -0.1, -0.1], [-0.1, 0.1, 0.1], [0.1, 0.1, 0.1], [-0.1, 0.0, 0.1], [0.3, 0.1, 0.0], [-0.2, -0.1, 0.0], [-0.1, -0.2, 0.1], [0.1, 0.0, -0.1], [0.0, -0.2, 0.2], [0.0, 0.0, -0.1], [0.1, 0.1, -0.1], [0.0, 0.0, 0.2], [0.2, -0.1, 0.0], [-0.1, 0.0, -0.1], [0.2, 0.1, 0.0], [0.0, -0.1, -0.1], [-0.2, 0.1, 0.1], [-0.1, 0.0, 0.0], [0.0, 0.1, 0.0], [0.0, 0.0, 0.0], [0.0, 0.1, -0.1], [0.0, 0.0, 0.1], [0.0, 0.0, 0.0], [0.0, 0.0, 0.1], [-0.1, 0.0, 0.0], [0.0, 0.1, 0.0], [0.0, 0.0, 0.0], [0.0, 0.0, -0.1], [0.0, -0.1, 0.0], [0.0, 0.0, 0.0], [0.0, 0.0, -0.1], [-0.1, 0.0, 0.0], [0.0, -0.1, 0.0], [0.0, 0.0, 0.0], [-0.1, 0.1, 0.0], [0.0, 0.0, 0.0], [0.0, 0.0, 0.0], [-0.1, -0.1, 0.0], [0.0, 0.0, 0.0], [0.0, 0.1, 0.1], [0.0, 0.0, 0.0], [0.0, 0.0, 0.0], [0.0, 0.0, 0.0], [0.1, 0.0, 0.0]]}

---

Record 2
{"formula": "C7H12O2S", "method": "the ωB97M-V functional and the def2-TZVPD basis", "e_lumo_ev": -0.35, "e_homo_ev": -8.03, "de_lowest_kcal_mol": 35.2, "orbital_gap_ev": 7.68, "mol_weight_g_mol": 160.2, "symbols": ["C", "C", "C", "C", "C", "C", "C", "O", "O", "S", "H", "H", "H", "H", "H", "H", "H", "H", "H", "H", "H", "H"], "positions_angstrom": [[-0.270, 0.674, 0.130], [1.096, 1.031, 0.004], [-1.049, -0.665, 0.159], [1.477, 2.474, -0.012], [2.151, -0.015, -0.164], [-1.079, -1.408, -1.149], [-0.817, -1.530, 1.374], [-1.433, 1.466, 0.260], [-3.633, 0.131, -0.886], [-2.946, 0.203, 0.371], [1.758, 2.788, -1.021], [2.327, 2.652, 0.646], [0.638, 3.083, 0.317], [3.132, 0.447, -0.090], [2.076, -0.502, -1.139], [2.084, -0.791, 0.601], [-1.403, -0.748, -1.950], [-1.767, -2.251, -1.093], [-0.086, -1.784, -1.394], [-0.884, -0.942, 2.285], [0.177, -1.977, 1.335], [-1.550, -2.335, 1.417]], "atomic_forces_ev_per_a": [[-0.2, -0.3, 0.0], [-4.7, -0.8, 0.5], [0.1, -0.2, 0.1], [-0.2, 0.0, 0.0], [-0.1, -0.2, 0.0], [-0.3, 0.1, 0.1], [0.0, 0.0, -0.1], [-0.2, 0.6, 0.1], [-0.6, 0.0, -0.9], [5.5, 0.9, 0.3], [0.1, 0.1, 0.0], [0.1, 0.1, 0.0], [0.0, 0.1, 0.0], [0.1, -0.1, 0.0], [0.1, 0.0, 0.0], [0.1, 0.0, 0.0], [0.0, 0.0, -0.1], [0.0, -0.1, -0.1], [0.1, 0.0, 0.0], [0.0, 0.1, 0.2], [0.1, 0.0, 0.0], [0.0, -0.1, 0.0]]}